[1]
This record from the Open Molecules 2025 dataset describes a structure of composition C43H35N5O2P2ReS3Te. The level of theory is wB97M-V/def2-TZVPD.

Geometry as XYZ:
```
92
Properties=species:S:1:pos:R:3:lowdin_charge:R:1
Re 1.053 1.340 -0.779 0.928
Te -2.068 -1.855 1.101 1.316
S 1.025 6.030 -0.646 1.151
S 1.161 1.292 1.492 0.709
S 5.536 1.661 -1.998 1.153
P 0.847 -1.091 -0.472 0.781
P -1.222 0.720 -1.078 0.767
O -1.515 2.106 7.708 0.133
O -0.162 3.816 7.354 0.143
N 3.890 -0.451 -1.985 0.140
N 1.196 3.488 -0.816 -0.119
N 3.046 1.678 -1.425 -0.092
N -4.789 -4.600 -1.887 0.078
N -0.980 4.254 -0.355 0.141
C -3.798 1.174 -1.996 -0.078
C -0.239 0.761 5.438 -0.003
C -0.619 -0.338 -3.644 -0.070
C 2.671 -0.335 3.243 -0.248
C 1.502 -1.392 1.181 -0.439
C 1.644 -5.177 -2.462 -0.050
C 2.220 -0.207 1.762 -0.531
C -3.243 -3.013 -0.213 -0.560
C 2.675 -4.495 -1.826 -0.058
C 2.106 -2.775 3.109 -0.047
C -0.715 0.789 -2.813 -0.417
C 4.032 0.864 -1.799 -0.661
C 2.443 -3.247 -1.270 -0.120
C 0.295 1.869 6.087 -0.120
C 0.110 2.177 -4.620 -0.053
C 2.567 5.341 -0.995 -0.298
C -0.985 -0.963 -0.478 -0.866
C 0.382 -4.609 -2.535 -0.047
C 2.712 -1.769 3.731 -0.016
C 1.581 2.287 5.777 0.015
C 1.809 0.478 4.198 -0.268
C -3.851 -5.132 -1.102 -0.129
C -5.157 1.389 -1.814 -0.055
C -4.802 1.707 0.551 -0.053
C -4.959 -3.278 -1.835 -0.128
C -4.217 -2.438 -1.013 -0.113
C 0.199 1.056 -5.429 -0.042
C -0.463 2.689 7.097 -0.476
C 0.331 4.459 -0.583 -0.675
C 2.338 1.585 4.853 -0.012
C 1.436 -2.560 1.821 -0.087
C -5.658 1.645 -0.542 -0.043
C -2.941 1.217 -0.895 -0.384
C -0.165 -0.201 -4.942 -0.038
C 0.144 -3.361 -1.972 -0.096
C 1.174 -2.663 -1.341 -0.354
C 3.501 3.013 -1.349 -0.313
C -3.443 1.497 0.377 -0.134
C -3.044 -4.383 -0.250 -0.136
C -0.339 2.050 -3.308 -0.128
C 2.477 4.006 -1.045 -0.323
C 4.802 3.175 -1.603 -0.295
C 0.511 0.074 4.496 -0.036
H -0.450 2.933 -2.691 0.080
H -5.825 1.351 -2.665 0.119
H 2.115 -3.772 3.531 0.117
H -0.917 -1.308 -3.275 0.089
H 0.908 -3.394 1.371 0.104
H -2.775 1.554 1.230 0.100
H 3.352 1.904 4.637 0.123
H -3.736 -6.209 -1.152 0.113
H 2.957 -0.816 -2.114 0.060
H 3.216 -1.925 4.679 0.133
H -1.274 3.324 -0.103 0.054
H 3.657 -4.945 -1.749 0.115
H -1.557 5.019 -0.047 0.121
H 3.682 0.062 3.316 0.143
H -3.411 0.978 -2.990 0.113
H -5.737 -2.869 -2.472 0.112
H 0.541 1.157 -6.452 0.120
H 1.977 3.159 6.281 0.131
H -1.594 1.174 7.474 0.099
H -0.861 -2.957 -1.993 0.075
H -5.195 1.917 1.538 0.119
H 0.376 3.151 -5.008 0.118
H -4.411 -1.374 -0.999 0.079
H -0.096 -1.072 -5.582 0.121
H 3.087 0.014 1.140 0.089
H 1.822 -6.161 -2.879 0.118
H 0.084 -0.791 3.997 0.115
H -2.293 -4.868 0.360 0.094
H 5.385 4.084 -1.592 0.101
H 3.434 5.967 -1.144 0.099
H -6.720 1.801 -0.402 0.120
H -0.429 -5.140 -3.018 0.117
H 4.648 -0.979 -2.386 0.124
H 3.247 -2.743 -0.744 0.101
H -1.249 0.423 5.644 0.119
```

Properties
**Lowest unoccupied orbital energy (spin up / spin down)**: -7.468 / -7.347 eV
**HOMO (spin up / spin down)**: -12.35 / -12.42 eV
**Expectation value of S²**: 0.833
**Energy relative to the best compared isomer or geometry (same formula, charge and spin)**: 21.0 kcal/mol
**E_tot**: -4306.9185 Eh
**Net charge**: +2
**Multiplicity**: 2

[2]
This record from the Open Molecules 2025 dataset describes the ion C16H22ClF13N4OP with charge +1. The level of theory is wB97M-V/def2-TZVPD.

Geometry as XYZ:
```
58
Properties=species:S:1:pos:R:3:nbo_charge:R:1
Cl -0.122 2.352 2.422 0.195
P -2.155 1.389 4.769 0.760
F 8.095 -3.830 -1.371 -0.318
F 1.213 0.014 -0.735 -0.368
F 1.986 -4.379 -1.077 -0.311
F 3.129 -3.946 -3.125 -0.302
F 3.990 -3.951 0.388 -0.297
F 1.560 -1.970 0.552 -0.333
F 5.762 -2.659 -2.905 -0.301
F 4.345 -1.708 -0.348 -0.318
F 0.954 -2.374 -3.109 -0.332
F 7.301 -1.633 -0.885 -0.301
F 5.728 -4.934 -1.889 -0.296
F 2.759 -0.875 -2.680 -0.303
F 6.889 -3.549 0.668 -0.300
O -3.066 -0.303 2.643 -0.524
N -1.975 2.627 -4.644 -0.828
N -1.199 1.082 2.050 -0.489
N -1.652 2.010 -0.321 -0.513
N -2.374 -0.288 0.220 -0.502
C -2.498 3.747 -3.774 -0.231
C -2.433 1.030 2.916 -0.041
C 6.957 -3.069 -0.732 0.941
C -2.313 3.282 4.955 -0.941
C -2.678 3.383 -2.189 -0.456
C 4.192 -3.122 -0.859 0.604
C 1.964 -1.994 -2.051 0.608
C 5.608 -3.461 -1.634 0.595
C -1.449 -1.471 0.403 -0.260
C -2.200 1.875 -1.755 -0.248
C -1.685 1.031 0.632 0.749
C 2.846 -3.346 -1.768 0.604
C -3.521 -0.391 1.248 0.054
C -0.534 -1.809 -0.955 -0.488
C -0.500 0.706 5.429 -0.947
C 1.063 -1.485 -0.758 0.667
H 0.284 1.604 5.362 0.234
H -1.697 4.630 -3.834 0.211
H -0.960 2.533 -4.405 0.362
H -1.026 -1.296 -1.896 0.269
H -0.800 -1.442 1.388 0.251
H -3.141 1.183 -1.828 0.262
H -1.514 3.780 5.650 0.269
H -3.847 3.438 -1.951 0.228
H -3.421 3.539 5.306 0.267
H -1.234 2.936 -0.093 0.450
H -4.023 -1.465 1.127 0.244
H -2.501 1.734 -4.526 0.361
H -2.185 4.249 -1.568 0.216
H -2.231 3.742 3.857 0.225
H -4.346 0.427 1.006 0.205
H -1.277 1.460 -2.385 0.243
H -3.164 1.879 2.514 0.192
H -3.508 4.228 -4.171 0.221
H -2.155 -2.426 0.524 0.246
H -0.035 -0.172 4.786 0.266
H -0.598 0.440 6.567 0.276
H -0.608 -2.983 -1.159 0.275
```

Properties
**Lowest unoccupied orbital energy**: -4.288 eV
**HOMO**: -11.20 eV
**SMILES**: CP(C)[C@@H]1OCN(CCC(F)(F)C(F)(F)C(F)(F)C(F)(F)C(F)(F)C(F)(F)F)C(NCCCN)=[N+]1Cl
**E_tot**: -3016.1984 Eh
**Net charge**: +1

[3]
This record from the Open Molecules 2025 dataset describes a structure of composition C26H25Cl2N7O13PSTi. The level of theory is wB97M-V/def2-TZVPD.

Geometry as XYZ:
```
76
Properties=species:S:1:pos:R:3:lowdin_charge:R:1
Ti 0.274 2.729 -0.010 1.166
Cl -0.374 -3.094 -3.627 0.690
Cl 2.425 -1.639 0.769 0.827
S -1.257 3.896 -1.878 0.354
P -1.778 -0.704 -0.383 1.110
O -1.633 2.862 -0.784 -0.468
O -2.028 5.095 -1.713 -0.294
O 3.219 3.261 6.207 0.069
O 2.865 1.244 6.863 0.049
O -0.663 -1.141 2.554 0.026
O 0.208 4.092 -1.463 -0.372
O -0.439 3.620 1.466 -0.170
O 0.587 1.252 -1.545 -0.101
O 1.605 4.691 1.761 -0.125
O 0.817 -1.910 3.906 0.051
O 2.242 2.369 -0.671 -0.005
O -1.347 3.261 -3.172 -0.313
O 0.320 1.080 1.193 -0.148
N -3.949 0.221 -1.890 -0.135
N -4.029 0.739 0.490 -0.055
N 0.310 -0.995 3.277 -0.345
N 0.981 3.566 1.677 -0.423
N 1.621 -1.459 -2.159 0.076
N -4.485 -1.519 -0.273 -0.147
N 2.739 2.153 6.059 -0.362
C 4.931 0.109 -2.557 -0.040
C 1.803 1.613 -1.580 -0.580
C 1.878 2.899 3.866 0.100
C 5.228 -2.231 -2.189 -0.096
C -2.499 -0.033 -1.961 -0.283
C -0.182 -4.549 0.071 -0.082
C 5.779 -0.978 -2.402 -0.102
C -4.712 -0.983 -1.618 -0.176
C -0.513 -4.363 -1.260 -0.137
C 1.058 -2.506 -1.405 -0.340
C -4.263 1.239 -0.952 -0.094
C 3.551 -0.019 -2.485 -0.149
C 0.875 0.334 3.416 -0.071
C 0.748 -3.724 0.681 -0.101
C -4.826 -0.532 0.696 -0.135
C 2.674 1.185 -2.739 -0.020
C 0.752 1.298 2.390 -0.252
C -3.097 -1.999 -0.119 -0.306
C 0.106 -3.351 -1.976 -0.609
C 3.004 -1.288 -2.237 -0.240
C 1.209 2.600 2.720 -0.106
C 1.543 0.611 4.603 0.070
C 1.347 -2.712 -0.050 -0.569
C -2.567 0.512 0.785 -0.249
C 3.855 -2.387 -2.116 -0.049
C 2.040 1.875 4.809 -0.138
H 3.305 2.037 -2.988 0.130
H -1.244 -4.990 -1.751 0.100
H 1.057 -0.614 -2.149 0.105
H -2.938 -2.810 -0.833 0.077
H -1.980 0.887 -2.232 0.069
H 1.668 -0.159 5.348 0.127
H -5.777 -0.756 -1.720 0.128
H -4.443 -1.747 -2.346 0.132
H -4.367 1.462 1.124 0.182
H -2.975 -2.424 0.880 0.090
H 0.983 -3.826 1.732 0.102
H -2.091 1.486 0.751 0.062
H 5.867 -3.098 -2.077 0.098
H 5.346 1.094 -2.734 0.113
H -3.627 2.113 -1.077 0.123
H 3.428 -3.368 -1.947 0.114
H 2.004 0.997 -3.582 0.140
H -2.486 0.116 1.798 0.086
H 2.255 3.901 4.010 0.132
H -5.879 -0.259 0.604 0.135
H 6.851 -0.845 -2.453 0.094
H -2.313 -0.763 -2.753 0.078
H -5.324 1.497 -0.996 0.140
H -0.661 -5.333 0.643 0.107
H -4.615 -0.885 1.706 0.140
```

Properties
**Lowest unoccupied orbital energy**: 1.521 eV
**HOMO**: -4.72 eV
**Energy relative to the best compared isomer or geometry (same formula, charge and spin)**: 0.0 kcal/mol
**E_tot**: -4876.6306 Eh
**Net charge**: -1

[4]
This record from the Open Molecules 2025 dataset describes a cluster of 4 separate species, C3H6ClF in total. The level of theory is wB97M-V/def2-TZVPD.

Geometry as XYZ:
```
11
Properties=species:S:1:pos:R:3:nbo_charge:R:1
Cl -1.729 0.911 -1.191 -0.018
F 1.289 0.425 1.362 -0.363
C 0.276 -0.252 0.614 0.004
C 0.664 -0.896 -0.625 -0.593
C -0.685 1.074 0.214 -0.435
H -0.582 -0.790 1.150 0.222
H 2.043 -1.329 -0.190 0.260
H 0.630 -0.176 -2.198 0.277
H -1.332 1.314 1.323 0.225
H -0.619 -2.193 -0.466 0.193
H 0.044 1.910 0.007 0.228
```

Properties
**Lowest unoccupied orbital energy**: -0.636 eV
**HOMO**: -9.81 eV
**Energy relative to the best compared isomer or geometry (same formula, charge and spin)**: 205.8 kcal/mol
**E_tot**: -677.6292 Eh
**Net charge**: 0